28
Properties=species:S:1:pos:R:3:forces:R:3:lowdin_charge:R:1 method="wB97M-V/def2-TZVPD" homo_ev=-8.72 de_lowest_kcal_mol=18.6 smiles="CC(C)(C)C1=P[C@H]2CC[C@@H]1C2"
C -0.3289 -0.3020 -0.2827 2.9582 0.8010 -0.7661 -0.3759
C 0.6969 1.8357 -0.9599 0.5856 2.1242 -0.7411 -0.2148
C -0.4171 2.0172 -1.9958 -1.2708 -0.4985 0.1323 -0.2075
C 0.9051 0.0247 -2.4597 2.6491 -0.5776 0.2673 -0.2216
C 1.0421 0.3802 -0.9537 -2.5685 -1.1126 -0.3836 -0.2750
C -0.4787 0.5996 -2.6873 1.2658 0.0477 2.8291 -0.4569
C -0.2740 0.2511 2.3214 -3.8242 -3.7165 1.0004 -0.0205
C 0.5662 -1.8996 1.4029 3.4708 0.6153 -0.0980 -0.1019
C -1.8288 -1.5617 1.2459 4.3201 -0.9071 3.0854 -0.0938
C -0.4288 -0.8015 1.1247 -1.4012 -1.2605 1.2268 -0.5767
P -1.5101 -0.3845 -1.4431 -0.4344 0.2830 -0.7015 1.0877
H 1.4787 2.5172 -1.3650 0.2701 -0.8419 0.4955 0.1206
H 0.4556 2.2525 0.0040 -0.2326 -0.0196 0.4566 0.0994
H -1.4005 2.1666 -1.4809 0.6923 0.3448 -0.6133 0.0865
H -0.1924 2.8733 -2.6575 -0.3192 -0.5523 0.0927 0.1093
H 1.8012 0.5438 -2.9684 -1.5522 -0.2663 0.3011 0.1336
H 1.1380 -1.0830 -2.6755 -1.0113 1.4979 0.3843 0.1298
H 2.0404 0.1901 -0.6539 0.6324 -0.6356 1.2264 0.1148
H -0.7135 0.6079 -3.6740 -1.4077 -0.0385 -2.7998 0.0550
H -1.2607 0.7104 2.4600 0.2430 0.3526 -0.2313 0.0802
H -0.1034 -0.2279 3.3618 0.0908 0.3244 -1.9285 0.1141
H 0.4176 0.9421 2.1346 2.9084 2.8067 -0.7024 0.0090
H 0.3669 -2.3441 2.3667 0.0013 -0.0003 0.4326 0.0678
H 1.6583 -1.4402 1.4441 -1.9824 -0.9739 0.0168 0.1223
H 0.6227 -2.7369 0.7023 -0.2953 0.3293 -0.3225 0.0824
H -1.9561 -1.8448 2.3121 -0.5172 0.6601 -0.5409 0.1015
H -1.7781 -2.4910 0.7566 0.3896 -1.2914 -0.8976 0.0572
H -2.5370 -1.0569 0.7759 -3.6605 2.5056 -1.2209 -0.0265

---

70
Properties=species:S:1:pos:R:3:forces:R:3:lowdin_charge:R:1 method="wB97M-V/def2-TZVPD" homo_ev=-10.04 de_lowest_kcal_mol=54.0 charge=+1
Ru -0.2195 0.1128 -0.0436 -2.1481 -2.5698 -1.5285 1.2096
C 0.3705 3.1105 -1.2489 -0.0995 -0.1243 0.1168 -0.1054
N 1.1493 1.8695 -1.2401 0.7014 0.3442 -0.1359 -0.2198
C 2.3976 2.0268 -0.4983 -0.1261 0.0552 -0.1530 -0.1399
C 2.1791 1.9388 0.9901 -0.0992 0.0652 0.2385 -0.2726
C 3.2125 2.1877 1.8822 0.0736 0.0692 0.1151 -0.0125
C 2.9671 2.0596 3.2386 0.0189 -0.0026 -0.0982 -0.0394
C 1.6890 1.7196 3.6602 -0.0755 0.0059 0.0115 -0.0440
C 0.7161 1.5079 2.7036 -0.0379 0.1593 -0.0242 -0.1327
N 0.9578 1.5983 1.3930 0.7527 0.2607 -0.0954 0.0227
C 1.4055 1.3454 -2.5768 -0.0668 -0.0559 0.0435 -0.1327
C 0.1647 0.8012 -3.2296 0.0310 0.0563 -0.1772 -0.2555
C 0.0496 0.7672 -4.6114 -0.0708 -0.0008 0.0157 -0.0061
C -1.0836 0.2028 -5.1744 0.0099 0.0019 0.0294 -0.0356
C -2.0701 -0.2921 -4.3362 0.0866 0.0546 0.0310 -0.0259
C -1.8713 -0.2244 -2.9676 -0.2678 -0.1155 0.0723 -0.0949
N -0.7722 0.3016 -2.4270 0.6650 0.1842 1.0151 0.0719
C -1.0799 3.0302 -0.8110 0.0409 0.1235 -0.0490 -0.2438
C -1.8946 4.1230 -1.0899 -0.0834 -0.0490 0.0504 -0.0092
C -3.2020 4.1335 -0.6408 0.0626 -0.0235 -0.0361 -0.0368
C -3.6743 3.0373 0.0662 -0.0077 0.0445 -0.0177 -0.0407
C -2.8151 1.9792 0.2804 -0.1358 0.0202 0.0315 -0.1065
N -1.5448 1.9801 -0.1351 0.4710 -1.2408 0.3973 0.0086
H 0.3862 3.5618 -2.2465 0.0515 0.0240 -0.0075 0.1359
H 0.8508 3.8262 -0.5762 -0.0031 0.0273 -0.0202 0.1377
H 2.8883 2.9786 -0.7403 0.0692 -0.0031 0.0220 0.1408
H 3.0856 1.2339 -0.7917 -0.0133 0.0178 -0.0502 0.1056
H 4.1887 2.4837 1.5193 0.0092 -0.0300 -0.0178 0.1232
H 3.7555 2.2362 3.9580 0.0059 -0.0029 -0.0037 0.1164
H 1.4502 1.6253 4.7102 -0.0181 0.0455 -0.0007 0.1117
H -0.3090 1.2885 2.9774 0.0256 -0.1047 0.0424 0.1107
H 2.1062 0.5110 -2.4877 0.0394 0.0458 0.0504 0.1251
H 1.8657 2.0984 -3.2299 0.0143 -0.0100 -0.0228 0.1356
H 0.8428 1.1678 -5.2296 -0.0212 0.0222 0.0086 0.1207
H -1.1949 0.1504 -6.2492 -0.0035 0.0145 0.0008 0.1177
H -2.9754 -0.7317 -4.7291 0.0026 -0.0146 0.0297 0.1166
H -2.6013 -0.6226 -2.2737 0.0428 0.0310 0.0006 0.1117
H -1.4984 4.9574 -1.6541 0.0192 -0.0088 0.0042 0.1235
H -3.8443 4.9784 -0.8497 -0.0075 0.0008 0.0219 0.1181
H -4.6881 3.0032 0.4381 0.0003 -0.0492 -0.0178 0.1137
H -3.1477 1.0858 0.7928 0.0437 -0.0005 0.0121 0.1090
C 3.4814 -1.4553 -0.2324 -0.0812 -0.1233 -0.0060 0.0159
C 2.2369 -2.2047 -0.5524 0.0607 0.1574 0.0188 -0.3287
N 1.0138 -1.7140 -0.5841 -0.7504 1.0466 0.7201 0.0645
C 0.1612 -2.7554 -0.8494 -0.0955 -0.1253 -0.2340 -0.1187
C 0.8942 -3.8948 -1.0248 0.0528 0.1000 0.0326 -0.0622
N 2.1969 -3.5215 -0.8258 -0.1268 -0.0745 -0.0392 0.1921
C 0.6039 -5.3221 -1.3282 0.0886 -0.0269 0.0044 -0.4902
O -0.6355 -5.6154 -1.6155 0.0704 -0.3775 -0.0407 0.1510
O 1.5144 -6.1166 -1.3031 0.0216 0.0364 -0.0295 0.1099
C -1.3246 -2.5845 -0.8405 0.3545 -0.3904 -0.1177 -0.5647
O -2.0186 -3.4956 -1.3115 -0.1306 0.3214 0.1943 0.0596
O -1.7662 -1.5134 -0.3204 0.7537 1.3251 0.0487 -0.1438
H 3.2242 -0.5917 0.3772 0.0301 -0.0115 0.0147 0.0624
H 3.9978 -1.1332 -1.1388 0.0036 0.0378 0.0189 0.0891
H 4.1622 -2.0879 0.3362 0.0299 0.0308 -0.0064 0.0932
H 2.9550 -4.1869 -0.8780 0.0378 0.0197 0.0201 0.1786
H -1.2270 -4.8059 -1.5547 -0.1626 0.1225 -0.0073 0.0573
O 0.2190 -1.1499 2.0260 0.1656 0.6032 -0.5765 -0.1805
N -0.6268 -1.4894 2.9568 -0.4550 0.0053 0.2862 -0.1956
C -0.1576 -1.8487 4.1719 0.1139 0.0326 -0.0141 -0.0043
C -1.0131 -2.2152 5.1869 -0.1049 -0.0040 -0.0146 -0.0323
C -2.3827 -2.2176 4.9690 0.0146 -0.0047 -0.0984 -0.0483
C -2.8467 -1.8444 3.7172 0.0399 -0.0265 0.1222 -0.0236
C -1.9579 -1.4885 2.7255 0.0053 0.0513 -0.0720 -0.0050
H 0.9162 -1.8237 4.2720 0.0179 0.0229 -0.0874 0.1394
H -0.5951 -2.4917 6.1442 0.0169 -0.0214 -0.0182 0.1186
H -3.0738 -2.5162 5.7440 0.0304 0.0308 0.0399 0.1163
H -3.9045 -1.8315 3.4972 0.0134 -0.0193 -0.0514 0.1203
H -2.2393 -1.2331 1.7142 0.0339 -0.0065 -0.0124 0.0980

---

| no. | LUMO (eV) | total energy (eV) | gap between HOMO and LUMO (eV) |
| --- | --- | --- | --- |
| 1 | 0.7 | -19931.9969 | 9.404 |
| 2 | -2.3 | -53772.7541 | 7.710 |